Entry from the Open Molecules 2025 dataset: a molecular structure, C39H90ClCuMnN8O19 (the ωB97M-V functional and the def2-TZVPD basis).

The geometry in XYZ format:
```
159
Properties=species:S:1:pos:R:3
Cu 9.28778 26.91652 7.94188
Mn 12.54088 24.49565 7.36504
C 11.09272 26.27164 6.04238
O 9.90432 26.52977 5.86655
O 11.68745 25.30163 5.58151
O 11.36083 26.26361 7.26113
Cl 11.24889 27.31456 11.27354
O 10.23785 27.22590 10.25798
O 11.36384 26.02570 11.92255
O 12.51187 27.86986 10.74712
O 10.74544 28.18637 12.30284
C 9.58324 21.87456 7.29291
C 8.35064 21.36116 7.06437
C 7.07085 22.21669 7.19785
O 5.91695 21.83778 6.83467
C 7.13273 23.40347 7.82320
C 8.39366 23.99060 8.17593
C 9.72448 23.23488 7.89925
O 10.84829 23.69349 8.11217
O 8.42690 25.10758 8.64797
O 8.32453 20.20812 6.41639
H 10.50275 21.31634 7.19652
H 6.37198 24.13812 8.04214
C 14.67890 26.97144 6.02500
C 14.87292 25.49342 5.68163
C 16.27255 25.27807 5.00743
O 17.24679 25.48338 6.05051
C 18.60380 25.43796 5.56832
N 14.65889 24.59449 6.81245
H 13.73789 27.24537 6.50204
H 14.66575 27.43213 5.03723
H 15.49067 27.45278 6.57037
H 14.22638 25.11866 4.88812
H 16.40073 25.98335 4.18629
H 16.34463 24.27000 4.59915
H 18.97530 24.42339 5.42428
H 19.19464 25.80722 6.40656
H 18.69137 26.13678 4.73641
H 15.45412 24.77035 7.40976
H 14.97214 23.66121 6.58672
C 12.36965 22.72724 10.64103
C 13.64631 23.46001 10.18611
C 14.66860 22.48604 9.66985
O 14.16816 21.45935 8.75707
C 14.65004 20.21544 9.10153
N 13.33776 24.69848 9.40132
H 11.47067 23.33867 10.56296
H 12.40751 22.34933 11.66272
H 12.17218 21.82016 10.06980
H 14.00912 23.90948 11.11047
H 15.04133 22.12030 10.62662
H 15.56914 23.00382 9.33966
H 14.40690 19.96912 10.13512
H 15.73246 20.32652 9.16571
H 14.43876 19.34968 8.47390
H 12.84899 25.23341 10.10492
H 14.22985 25.15637 9.28050
C 15.74819 27.16613 11.05187
C 16.27826 27.17372 9.60185
C 17.64000 27.90925 9.47658
O 18.00803 27.91260 8.10798
C 19.25902 28.50433 7.90260
N 16.35423 25.77030 9.02679
H 16.46010 26.77510 11.77877
H 14.84059 26.58749 11.22372
H 15.50512 28.21155 11.24194
H 15.60428 27.77807 8.99471
H 18.43212 27.39704 10.02273
H 17.53469 28.89975 9.91920
H 19.27754 29.52582 8.28251
H 19.41406 28.51606 6.82375
H 20.02012 27.81601 8.27007
H 16.69252 26.02505 8.10986
H 17.19468 25.36048 9.40862
C 12.94483 22.12698 4.21202
C 13.23365 21.40775 5.47867
C 14.73775 20.95177 5.60368
O 15.59776 22.14275 5.59710
C 16.99806 21.93800 5.86823
N 12.76944 22.21694 6.60052
H 13.39833 21.54367 3.41065
H 13.35096 23.13812 4.23951
H 11.87036 22.21606 4.05181
H 12.62550 20.50380 5.51239
H 15.16956 20.28111 4.86082
H 14.74327 20.37636 6.52941
H 17.41715 22.86410 6.26168
H 17.53267 21.67060 4.95676
H 17.02529 21.12022 6.58837
H 11.79431 21.95973 6.65600
H 13.20365 21.73221 7.37292
C 6.47600 30.29732 8.15100
C 7.63906 29.30829 7.79640
C 8.98261 30.05609 7.96976
O 9.99184 29.14606 7.57622
C 11.33733 29.77371 7.78690
N 7.59369 28.16268 8.72757
H 6.25205 31.00295 7.35098
H 6.67059 30.85049 9.06982
H 5.53194 29.76781 8.27931
H 7.49583 28.89291 6.79888
H 9.22652 30.36397 8.98653
H 9.14587 30.96556 7.39157
H 11.28672 30.75931 7.32415
H 12.10913 29.15731 7.32594
H 11.47373 29.81323 8.86760
H 7.69011 28.63448 9.61538
H 6.59043 28.04692 8.71453
C 12.22663 27.36705 2.77918
C 12.63416 26.20879 1.78693
C 14.15216 25.95296 1.73266
O 14.75987 27.04627 1.12668
C 16.16010 26.79197 0.70466
N 11.94692 25.01629 2.22574
H 12.77553 27.17712 3.70154
H 11.17019 27.49285 3.01628
H 12.57142 28.29703 2.32711
H 12.19790 26.49140 0.82885
H 14.30832 25.00791 1.21248
H 14.51000 25.94916 2.76224
H 16.24822 26.16526 -0.18279
H 16.71654 26.38142 1.54723
H 16.67203 27.71364 0.42796
H 11.91577 24.91742 3.23040
H 11.01169 25.28846 1.95857
C 8.27223 22.98859 2.33134
C 8.90106 24.26753 3.02300
C 8.33795 25.57596 2.42778
O 8.92795 25.82773 1.14477
C 8.70226 27.10607 0.64390
N 8.66598 24.16200 4.42714
H 8.83688 22.11716 2.66282
H 8.46553 23.16838 1.27379
H 7.21429 22.86779 2.56427
H 9.98148 24.31622 2.88730
H 8.58522 26.39150 3.10738
H 7.26437 25.46816 2.58244
H 9.06053 27.17651 -0.38313
H 9.13292 27.92939 1.21380
H 7.62501 27.24110 0.54704
H 9.18128 24.89762 4.88912
H 9.05907 23.27719 4.71470
C 12.75415 15.43822 6.74061
C 12.74740 16.79758 6.16261
C 11.74013 17.70011 6.89136
O 12.10452 17.91459 8.29466
C 11.57089 18.95170 8.99427
N 13.99934 17.44407 6.05756
H 13.72895 15.02070 6.48852
H 12.05206 14.84689 6.15282
H 12.58098 15.31834 7.81007
H 12.34325 16.68408 5.15668
H 10.71528 17.33065 6.92708
H 11.60126 18.66269 6.39914
H 11.98224 19.93232 8.75497
H 11.63688 18.69963 10.05267
H 10.49224 18.81245 8.92189
H 14.54807 16.71231 5.62919
H 14.51310 17.69016 6.89159
```

Calculated values
LUMO level (spin up / spin down) (eV): 1.673 / 0.530
Spin multiplicity: 7
HOMO level (spin up / spin down) (Eh): -0.16349 / -0.14933
Total charge: -1
Gap between HOMO and LUMO (spin up / spin down) (eV): 6.122 / 4.593

---

Entry from the Open Molecules 2025 dataset: a molecular structure, C39H91N6NiO16 (the ωB97M-V functional and the def2-TZVPD basis).

The geometry in XYZ format:
```
153
Properties=species:S:1:pos:R:3
Ni -0.35683 2.97030 -3.60287
C -0.15387 1.87560 0.60614
C -0.07450 1.18429 -0.74635
C -0.52985 -0.25885 -0.69246
O -0.61895 1.88906 -1.80863
H -1.19320 1.91801 0.93186
H 0.19939 2.90596 0.64701
H 0.37210 1.27636 1.34935
H 1.00759 1.17845 -0.87731
H -1.59801 -0.41887 -0.54576
H -0.02272 -0.88503 0.04158
H -0.31320 -0.82678 -1.59723
C -2.95869 -3.03005 4.46058
O -3.53663 -2.06694 3.63455
C -2.71062 -1.45834 2.63004
C -1.87261 -0.38576 3.25489
O -1.13041 -0.62952 4.44523
C 0.20203 -1.16143 4.17849
C 0.90886 -1.13573 5.53426
O 1.26708 0.17691 6.05107
C 2.07219 0.00414 7.24219
H -2.15510 -2.59288 5.05321
H -2.39434 -3.78573 3.91419
H -3.56255 -3.49874 5.23761
H -3.36926 -1.13257 1.82494
H -2.00856 -2.14542 2.15766
H -2.57551 0.35929 3.62762
H -1.18198 0.13810 2.59405
H 0.73329 -0.53402 3.46280
H 0.12558 -2.14009 3.70470
H 1.74342 -1.83409 5.47181
H 0.23550 -1.60332 6.25262
H 1.55890 -0.61921 7.97435
H 2.28969 0.99218 7.64788
H 3.04101 -0.46943 7.08340
C -5.26141 -5.50470 -5.55982
O -5.00519 -4.22089 -4.96398
C -3.99993 -4.21142 -3.96847
C -4.17216 -3.07102 -3.01929
O -3.93772 -3.51057 -1.72035
C -2.55705 -3.86826 -1.47446
C -2.33612 -4.49217 -0.04106
O -0.95623 -4.83870 0.11424
C -0.72766 -5.35784 1.42772
H -6.13814 -5.49516 -6.20739
H -5.46619 -6.21039 -4.75474
H -4.36850 -5.86011 -6.07411
H -2.97477 -4.19146 -4.33826
H -4.04283 -5.11629 -3.36227
H -5.21927 -2.78251 -3.11104
H -3.69163 -2.14236 -3.32714
H -2.00039 -2.93443 -1.55321
H -2.02794 -4.56708 -2.12238
H -2.92723 -5.40692 0.00275
H -2.51733 -3.76239 0.74805
H 0.24086 -5.85667 1.46309
H -1.42062 -6.15688 1.69124
H -0.75904 -4.59090 2.20161
C 2.70717 -1.97859 -3.61764
O 3.93983 -2.60486 -3.24893
C 3.89148 -4.00904 -3.28100
C 3.29079 -4.63673 -2.08702
O 4.17119 -4.45904 -0.93197
C 3.42600 -4.56955 0.30867
C 2.81114 -3.16559 0.58578
O 3.66687 -2.21502 1.19367
C 4.36149 -1.61736 0.11830
H 1.90069 -2.35555 -2.98868
H 2.52418 -2.22277 -4.66406
H 2.87226 -0.90131 -3.59994
H 4.91630 -4.34563 -3.43771
H 3.33870 -4.25409 -4.18790
H 3.17563 -5.69802 -2.30727
H 2.31117 -4.20046 -1.89184
H 4.15729 -4.74359 1.09799
H 2.74953 -5.41904 0.21447
H 2.04480 -3.30721 1.34786
H 2.27551 -2.73244 -0.25896
H 5.07951 -0.92743 0.56161
H 3.71795 -0.96268 -0.46937
H 4.99016 -2.21337 -0.54325
C 5.21128 2.47271 3.84004
O 5.47837 3.62045 4.15513
N 3.96352 1.98727 3.82764
C 3.70022 0.59850 3.53180
C 2.69886 2.72729 4.22465
H 6.00109 1.74680 3.59214
H 2.83626 0.46285 2.88120
H 3.55174 0.00161 4.43167
H 4.51693 0.21857 2.91801
H 2.02808 2.65101 3.36888
H 2.19054 2.27770 5.07763
H 3.03937 3.75160 4.37610
C -0.54658 0.00034 -4.89036
O -0.30023 1.18787 -4.76256
N -0.00562 -0.68300 -5.89073
C -0.52431 -2.04579 -6.10236
C 1.03007 -0.42073 -6.78151
H -1.25929 -0.54214 -4.25008
H -0.66154 -2.23208 -7.16752
H -1.56318 -2.06910 -5.77326
H 0.08224 -2.85996 -5.70572
H 1.80552 -1.01024 -6.29237
H 0.95358 -0.73352 -7.82286
H 1.34471 0.61522 -6.65542
C -0.59148 5.10471 3.95727
O 0.54846 5.09129 4.46528
N -1.44535 4.10854 4.24527
C -2.69100 3.92781 3.52327
C -1.01610 3.01460 5.09642
H -0.94044 5.93265 3.32092
H -3.52981 4.09729 4.19838
H -2.65514 2.90996 3.13494
H -2.61851 4.62224 2.68624
H -0.72346 2.13920 4.51666
H -0.24873 3.26364 5.82938
H -1.80159 2.66630 5.76708
C -0.17975 5.37312 -1.77179
O 0.23627 4.69184 -2.69661
N -0.32695 6.70082 -1.73797
C -0.78366 7.48069 -0.53796
C -0.18297 7.45182 -2.98332
H -0.41742 4.90943 -0.80189
H -0.01844 8.22263 -0.30978
H -0.85836 6.89041 0.37532
H -1.73606 7.97008 -0.74175
H -1.06896 7.94315 -3.38545
H 0.56371 8.22444 -2.79992
H 0.17226 6.80726 -3.78734
C 4.56514 2.23451 0.14324
O 5.34904 1.42428 -0.22449
N 4.50314 3.54130 -0.28375
C 3.46828 4.46929 0.08855
C 5.32790 4.13311 -1.33431
H 3.89758 2.05465 1.00010
H 2.82494 4.00958 0.83881
H 2.75765 4.46967 -0.73795
H 3.85549 5.47794 0.23277
H 4.90389 4.44742 -2.28800
H 5.82078 5.03695 -0.97618
H 6.09091 3.41075 -1.62433
C -5.89770 0.68963 -3.12350
O -7.04669 0.45749 -3.46874
N -5.47148 0.65804 -1.83208
C -4.02510 0.87727 -1.51625
C -6.28687 0.26070 -0.63896
H -5.08116 0.96548 -3.80862
H -3.94051 1.90120 -1.15223
H -3.37038 0.68990 -2.36733
H -3.66485 0.27550 -0.68187
H -7.34271 0.08532 -0.84520
H -5.78533 -0.57624 -0.15305
H -6.20325 1.17188 -0.04662
```

Calculated values
LUMO level (spin up / spin down) (eV): 0.292 / -0.224
Spin multiplicity: 4
Energy relative to the best compared isomer or geometry (same formula, charge and spin) (eV): 0.000
HOMO level (spin up / spin down) (Eh): -0.17972 / -0.29922
Gap between HOMO and LUMO (spin up / spin down) (eV): 5.183 / 7.918

---

no.,F_max (hartree/bohr)
1,0.17464
2,0.09583